{
  "formula": "C13H28AsN7PdS2",
  "method": "the ωB97M-V functional and the def2-TZVPD basis",
  "multiplicity": 5,
  "molar_mass_g_mol": 527.89,
  "total_charge": 4,
  "homo_energy_ha": [-0.7262, -0.7375],
  "e_tot_ev": -110311.798,
  "symbols": ["Pd", "N", "N", "C", "N", "S", "H", "H", "H", "H", "H", "C", "C", "C", "C", "N", "C", "S", "N", "C", "H", "H", "H", "H", "H", "H", "H", "H", "C", "As", "C", "C", "H", "H", "H", "H", "H", "H", "H", "H", "H", "C", "N", "C", "C", "N", "H", "H", "H", "H", "H", "H"],
  "xyz": [[-0.920, -0.320, 0.342], [-1.180, -0.918, 2.855], [-1.983, -2.047, 3.055], [-2.387, -2.800, 2.048], [-3.163, -3.837, 2.223], [-1.885, -2.461, 0.378], [-0.304, -1.051, 3.355], [-1.663, -0.111, 3.244], [-2.255, -2.286, 4.006], [-3.526, -4.108, 3.133], [-3.430, -4.428, 1.444], [6.472, 1.381, 0.694], [5.416, 0.349, 0.528], [5.650, -1.021, 0.363], [4.587, -1.914, 0.212], [3.308, -1.456, 0.238], [3.107, -0.173, 0.398], [1.509, 0.487, 0.404], [4.130, 0.730, 0.535], [4.792, -3.372, 0.017], [7.462, 0.940, 0.617], [6.381, 1.861, 1.673], [6.375, 2.162, -0.066], [6.672, -1.379, 0.350], [3.915, 1.718, 0.644], [5.844, -3.645, 0.035], [4.361, -3.676, -0.939], [4.262, -3.927, 0.793], [-0.449, -1.603, -3.174], [-1.106, -0.042, -2.258], [-0.166, 1.470, -2.994], [-2.942, 0.136, -2.809], [-0.467, -1.363, -4.238], [-1.113, -2.444, -2.986], [0.565, -1.849, -2.871], [-0.750, 1.809, -3.849], [0.819, 1.151, -3.326], [-0.080, 2.278, -2.274], [-2.962, -0.114, -3.870], [-3.270, 1.163, -2.668], [-3.590, -0.544, -2.264], [-5.325, 2.795, 0.026], [-3.965, 2.971, 0.611], [-3.599, 4.301, 1.182], [-3.165, 1.978, 0.713], [-2.455, 1.054, 0.865], [-6.048, 3.233, 0.708], [-5.545, 1.738, -0.094], [-5.377, 3.302, -0.933], [-4.099, 5.061, 0.590], [-2.526, 4.454, 1.121], [-3.932, 4.367, 2.214]]
}